[1]
{
  "formula": "C4H11NO2S",
  "method": "ωB97M-V/def2-TZVPD",
  "elements": ["C", "N", "C", "O", "C", "C", "S", "H", "H", "H", "H", "H", "H", "H", "H", "H", "H", "H", "O"],
  "positions_angstrom": [[-0.546653, 0.059779, 0.796495], [0.488162, 0.914842, 1.368261], [0.048292, 1.757255, 2.573934], [-0.184285, 1.089367, 3.708865], [-0.106608, -0.564750, -0.539370], [-1.326523, -0.789909, -1.446147], [-0.999616, -1.349892, -3.197400], [-1.407190, 0.728745, 0.650658], [-0.963434, -0.657375, 1.529238], [1.256937, 0.364056, 1.703610], [-0.852059, 2.258282, 2.201077], [0.942206, 2.441716, 2.638067], [0.332887, -1.532656, -0.284127], [0.551051, 0.076914, -1.112693], [-1.902847, 0.142348, -1.481552], [-2.070059, -1.534557, -1.153718], [1.717809, -1.673252, -2.563105], [2.405785, -0.390129, -2.683710], [2.616142, -1.340782, -2.708383]],
  "forces_ev_per_a": [[-0.042, 0.940, 0.403], [-0.484, 0.725, -0.006], [0.877, -1.519, 0.208], [0.029, 0.088, -0.062], [-1.833, -0.785, 0.518], [-0.524, -0.219, -1.083], [0.481, 0.234, 0.357], [0.094, 0.058, -0.358], [0.419, -0.338, -0.299], [0.325, -0.434, 0.228], [-0.199, 0.714, -0.371], [-0.481, 0.351, 0.021], [0.470, 0.050, -0.468], [0.420, 0.129, 0.292], [0.228, 0.098, -0.089], [0.351, -0.049, 0.878], [-0.387, -0.361, -0.239], [0.301, -0.412, -0.080], [-0.044, 0.730, 0.151]],
  "mulliken_charge": [-0.703, -0.351, -0.427, -0.925, 0.020, -0.773, -0.755, 0.289, 0.227, 0.203, 0.248, 0.237, 0.239, 0.040, 0.268, 0.254, 0.280, 0.336, -0.707],
  "multiplicity": 1,
  "e_above_lowest_ev": 0.5809,
  "homo_lumo_gap_ha": 0.223,
  "charge": -2,
  "molar_mass_g_mol": 137.20
}


[2]
{
  "formula": "C4H11NO2S",
  "method": "ωB97M-V/def2-TZVPD",
  "elements": ["C", "N", "C", "C", "S", "C", "O", "H", "H", "H", "H", "H", "H", "H", "H", "H", "H", "H", "O"],
  "positions_angstrom": [[-0.675832, 0.776119, -1.109114], [-0.935877, 0.306765, 0.242216], [0.246536, -0.082587, 0.855111], [0.843439, -1.241729, 0.444691], [2.222225, 0.882219, -1.794097], [0.815780, 1.047348, 1.740410], [-0.011884, 2.099583, 1.745268], [-0.115567, -0.017684, -1.588718], [0.020247, 1.618701, -1.052276], [-1.573125, 0.984524, -1.671642], [-1.016661, 1.203395, 0.782576], [1.725216, 1.358076, 1.224817], [0.254929, -1.965444, -0.099181], [1.841493, -1.488116, 0.764314], [2.679374, -0.311577, -1.378994], [0.955857, 0.645222, 2.750040], [-2.284725, -1.231879, -0.272876], [-2.773896, -2.400737, -1.164925], [-2.217529, -2.182199, -0.417621]],
  "forces_ev_per_a": [[-0.002, -1.206, -0.920], [1.544, 1.411, 1.343], [-0.189, -0.203, -1.300], [0.432, 0.514, 0.139], [-0.117, -0.539, 0.618], [-2.058, 0.172, 0.711], [0.142, -0.279, -0.047], [-0.363, -0.026, -0.498], [-0.213, 0.407, -0.037], [-0.260, 0.301, -0.051], [-0.956, 0.233, 0.080], [0.884, -0.487, -0.086], [-0.029, -0.124, -0.094], [0.176, -0.067, 0.068], [0.165, 0.087, -0.109], [0.798, -0.039, 0.178], [0.012, 0.067, 0.042], [-0.172, 0.034, -0.141], [0.207, -0.258, 0.103]],
  "mulliken_charge": [-1.068, -0.271, 0.514, -1.105, -0.223, -0.094, -0.708, 0.435, 0.370, 0.306, 0.378, 0.239, 0.333, 0.409, 0.121, 0.335, 0.349, 0.310, -0.631],
  "multiplicity": 1,
  "e_above_lowest_ev": 7.4077,
  "homo_lumo_gap_ha": 0.159,
  "molar_mass_g_mol": 137.20
}


[3]
{
  "formula": "C4H11NO3",
  "method": "ωB97M-V/def2-TZVPD",
  "elements": ["C", "C", "O", "C", "N", "O", "H", "H", "H", "H", "H", "H", "H", "C", "O", "H", "H", "H", "H"],
  "positions_angstrom": [[-0.197544, -0.569868, 2.108494], [0.357493, 0.039761, 0.855355], [1.268294, 1.045114, 1.051354], [0.514289, -0.702426, -0.342629], [1.564217, -0.332878, -1.212014], [0.168717, -2.053523, -0.297892], [0.448430, -1.390601, 2.422675], [-0.263010, 0.159577, 2.914865], [-1.186960, -0.977513, 1.917538], [1.432775, 1.401049, 0.155413], [2.510293, -0.629273, -0.980361], [1.521733, -0.595426, -2.195873], [-0.254471, -2.295342, -1.132595], [-1.305559, 0.891581, -1.348374], [-1.168092, 1.154003, 0.369574], [-2.127923, 1.603446, -1.426980], [-1.657128, -0.105294, -1.597627], [-0.459706, 1.270060, -1.914335], [-1.165846, 2.087553, 0.653410]],
  "forces_ev_per_a": [[-0.103, 0.098, -0.286], [2.300, -2.891, -1.938], [-0.676, 0.767, -0.212], [0.553, 0.645, 2.382], [0.828, 0.506, -0.886], [-0.481, -0.405, -0.184], [0.038, 0.004, 0.025], [0.025, 0.080, -0.101], [0.016, -0.029, 0.012], [0.361, -0.320, 0.404], [-0.132, -0.115, 0.724], [-0.864, 0.183, 0.231], [-0.016, -0.008, 0.203], [-1.009, 2.118, 2.787], [-1.180, -0.140, -3.067], [-0.066, -0.142, -0.381], [0.334, 0.040, 0.579], [0.287, -0.364, 0.455], [-0.215, -0.025, -0.750]],
  "mulliken_charge": [-1.397, 1.098, -0.606, -0.232, -0.570, -0.526, 0.326, 0.380, 0.311, 0.343, 0.186, 0.229, 0.320, -0.542, -0.507, 0.344, 0.234, 0.318, 0.290],
  "multiplicity": 1,
  "smiles": "C/C(O)=C(/N)O.CO",
  "e_above_lowest_ev": 5.2848,
  "homo_lumo_gap_ha": 0.267,
  "molar_mass_g_mol": 121.14
}


[4]
{
  "formula": "C4H11NO3",
  "method": "ωB97M-V/def2-TZVPD",
  "elements": ["C", "O", "C", "O", "C", "C", "N", "O", "H", "H", "H", "H", "H", "H", "H", "H", "H", "H", "H"],
  "positions_angstrom": [[1.498022, 1.845377, -0.668672], [0.248274, 1.284306, -1.032030], [-0.585604, 0.843739, 0.087374], [-1.943204, 1.008166, -0.297634], [-0.261524, -0.658515, 0.414684], [0.177726, -1.411237, -0.919539], [-1.412618, -1.367174, 0.948783], [0.793672, -0.810223, 1.343024], [1.342225, 2.716792, -0.024780], [2.131173, 1.111347, -0.162855], [2.007717, 2.162451, -1.583177], [-0.416115, 1.490121, 0.954360], [-2.274369, 0.105183, -0.461615], [0.409565, -2.450337, -0.658844], [-0.640222, -1.404211, -1.645638], [1.105735, -1.031010, -1.356928], [-1.722931, -0.935771, 1.815960], [-1.113503, -2.314983, 1.178274], [0.655979, -0.184024, 2.069253]],
  "forces_ev_per_a": [[-0.151, -0.133, 0.101], [-0.966, -0.214, 1.120], [-0.139, -0.117, -1.417], [1.161, -0.706, 0.216], [0.207, -1.087, -1.299], [0.002, 0.093, 1.249], [-0.490, 0.245, -0.320], [0.833, 0.841, -0.031], [0.154, 0.019, 0.052], [0.046, 0.049, 0.090], [-0.243, -0.050, 0.101], [0.215, 0.083, 0.026], [-0.063, 0.393, 0.093], [-0.299, 0.058, 0.109], [0.231, 0.136, 0.105], [-0.421, 0.309, 0.154], [-0.030, -0.012, -0.089], [-0.118, 0.281, -0.131], [0.073, -0.186, -0.128]],
  "mulliken_charge": [-0.664, -0.379, -0.104, -0.546, 0.653, -1.250, -0.700, -0.565, 0.309, 0.293, 0.248, 0.427, 0.432, 0.413, 0.263, 0.301, 0.236, 0.277, 0.356],
  "multiplicity": 1,
  "smiles": "CO[C@@H](O)[C@](C)(N)O",
  "e_above_lowest_ev": 1.8034,
  "homo_lumo_gap_ha": 0.387,
  "molar_mass_g_mol": 121.14
}


[5]
{
  "formula": "C4H11NO3",
  "method": "ωB97M-V/def2-TZVPD",
  "elements": ["N", "C", "C", "O", "C", "C", "O", "H", "H", "H", "H", "H", "H", "H", "H", "H", "O", "H", "H"],
  "positions_angstrom": [[-0.165380, -0.648310, -1.295833], [-0.801794, -0.351212, -0.024374], [0.268939, -0.487143, 1.116303], [0.872923, -1.758907, 0.973426], [-1.318648, 1.092034, -0.052125], [-2.799274, 1.155792, -0.373114], [-3.232180, 1.251179, -1.487965], [0.481409, -1.413560, -1.158366], [0.301057, 0.127169, -1.730994], [-1.531693, -1.123445, 0.218490], [-0.167424, -0.424033, 2.117150], [0.954264, 0.341648, 0.922776], [1.821743, -1.597699, 0.913646], [-1.004983, 1.579586, 0.872775], [-0.856328, 1.647772, -0.872356], [-3.466075, 0.841101, 0.463003], [3.209754, -0.154821, -0.198335], [3.605133, 0.458870, 0.399659], [3.828549, -0.536030, -0.803762]],
  "forces_ev_per_a": [[-0.667, -0.794, -0.133], [1.522, 0.222, 0.526], [-0.859, 0.107, -0.877], [0.506, 0.217, 0.244], [-0.254, 0.503, -0.438], [0.193, -1.482, 0.570], [0.000, 0.546, 0.003], [0.022, -0.011, -0.177], [0.138, 0.262, 0.195], [-0.504, 0.164, -0.318], [-0.116, 0.246, -0.049], [0.320, -0.144, 0.338], [0.001, -0.164, -0.143], [-0.553, 0.138, 0.159], [0.291, -0.181, 0.080], [-0.086, 0.422, -0.048], [-1.670, -0.531, 0.036], [0.867, 0.476, 0.268], [0.850, 0.004, -0.236]],
  "mulliken_charge": [-0.694, 0.375, -0.782, -0.535, -0.673, -0.070, -0.452, 0.282, 0.225, 0.257, 0.328, 0.323, 0.332, 0.401, 0.344, 0.348, -0.584, 0.293, 0.281],
  "multiplicity": 1,
  "smiles": "N[C@@H](CO)CC=O.O",
  "e_above_lowest_ev": 2.1161,
  "homo_lumo_gap_ha": 0.335,
  "molar_mass_g_mol": 121.14
}


[6]
{
  "formula": "C4H11NO3",
  "method": "ωB97M-V/def2-TZVPD",
  "elements": ["C", "C", "C", "N", "C", "O", "O", "H", "H", "H", "H", "H", "H", "H", "H", "H", "O", "H", "H"],
  "positions_angstrom": [[-2.123345, -1.301764, 0.857402], [-0.853220, -0.409349, 0.862121], [-0.694105, 0.477455, -0.366533], [-1.382950, 1.766738, -0.263145], [0.805114, 0.848546, -0.532089], [1.319299, 1.695183, 0.127778], [1.363323, 0.150138, -1.552277], [-1.925124, -2.192129, 0.257380], [-2.891196, -0.650019, 0.417836], [-2.375372, -1.503279, 1.886620], [0.059910, -1.015706, 0.960433], [-0.856150, 0.197977, 1.773815], [-1.000908, -0.056884, -1.268880], [-2.354166, 1.543748, -0.038749], [-1.080086, 2.317653, 0.539528], [2.170642, 0.477082, -1.994746], [1.526326, -2.421858, 0.695347], [2.217058, -2.073806, 0.114493], [0.788651, -2.207596, 0.115291]],
  "forces_ev_per_a": [[1.037, 1.534, -0.510], [0.416, -0.826, 0.550], [1.139, 0.641, 0.486], [-1.088, -0.275, -0.106], [-1.148, 0.129, -0.502], [0.737, 0.091, 0.000], [0.048, -0.471, -0.533], [-0.489, 0.002, 0.151], [-0.295, -0.681, 0.037], [-0.270, -0.514, 0.104], [-0.656, 0.302, 0.297], [0.024, 0.223, -0.268], [-0.154, 0.184, 0.045], [0.053, 0.230, -0.289], [0.479, -0.363, -0.199], [-0.294, 0.306, 1.007], [0.369, 0.143, -0.862], [0.503, -0.177, 0.440], [-0.412, -0.478, 0.151]],
  "mulliken_charge": [-1.060, -0.659, 0.355, -0.706, 0.258, -0.542, -0.449, 0.294, 0.269, 0.351, 0.331, 0.274, 0.288, 0.292, 0.273, 0.349, -0.631, 0.324, 0.389],
  "multiplicity": 1,
  "smiles": "CC[C@@H](N)C(=O)O.O",
  "e_above_lowest_ev": 1.2792,
  "homo_lumo_gap_ha": 0.371,
  "molar_mass_g_mol": 121.14
}


[7]
{
  "formula": "C4H11NO3",
  "method": "ωB97M-V/def2-TZVPD",
  "elements": ["O", "C", "C", "C", "N", "C", "O", "H", "H", "H", "H", "H", "H", "H", "H", "H", "O", "H", "H"],
  "positions_angstrom": [[-1.380982, -2.173573, -1.534949], [-0.963876, -2.742550, -0.559998], [-0.185910, -1.968089, 0.509187], [0.137033, -0.557965, 0.000174], [1.003934, 0.086341, 0.985515], [1.199414, 1.511198, 0.765339], [2.114457, 1.504548, -0.375523], [-1.081464, -3.835567, -0.554702], [0.750197, -2.431192, 0.808151], [-0.789417, -2.075340, 1.429289], [-0.777558, 0.012976, -0.117481], [0.699112, -0.602531, -0.934308], [1.898524, -0.317432, 1.192995], [1.674101, 1.943435, 1.650989], [0.220304, 1.901127, 0.514693], [2.617057, 2.313612, -0.463301], [-1.756318, 3.096144, 0.115578], [-2.488340, 3.090140, 0.751322], [-2.277461, 3.044757, -0.703591]],
  "forces_ev_per_a": [[-0.437, 0.177, -0.154], [1.134, 0.453, -0.431], [-0.668, -0.565, -0.454], [1.071, -0.528, 1.067], [-1.336, 1.739, 1.343], [0.821, -2.469, -0.780], [-0.315, 0.541, 0.205], [0.016, -0.207, 0.727], [0.165, -0.555, -0.324], [0.074, 0.743, -0.190], [0.061, 0.243, -0.097], [-0.562, -0.271, -0.377], [0.090, -0.620, -0.395], [-0.155, 0.234, -0.225], [0.124, 0.655, 0.001], [-0.040, 0.430, 0.096], [-1.116, -0.041, -0.252], [0.471, 0.026, 0.247], [0.603, 0.015, -0.007]],
  "mulliken_charge": [-0.465, -0.009, -0.548, -0.384, -0.397, -0.112, -0.549, 0.391, 0.298, 0.287, 0.232, 0.308, 0.231, 0.336, 0.120, 0.280, -0.642, 0.309, 0.316],
  "multiplicity": 1,
  "smiles": "O=CCCNCO.O",
  "e_above_lowest_ev": 2.3641,
  "homo_lumo_gap_ha": 0.342,
  "molar_mass_g_mol": 121.14
}


[8]
{
  "formula": "C4H11NO3",
  "method": "ωB97M-V/def2-TZVPD",
  "elements": ["C", "C", "O", "C", "C", "N", "O", "H", "H", "H", "H", "H", "H", "H", "H", "H", "O", "H", "H"],
  "positions_angstrom": [[-0.993272, 0.733167, -1.099915], [-1.261035, 0.004766, 0.362423], [-2.593701, -0.249416, 0.390490], [-0.402952, -1.196983, 0.465588], [0.920287, -0.554947, 0.849541], [1.061432, -0.328871, 2.195002], [1.838380, -0.298852, 0.106369], [-0.295969, 0.301171, -2.003753], [-1.953386, 0.978065, -1.568523], [-0.411302, 1.738648, -0.987453], [-1.146427, 0.764205, 1.166078], [-3.196960, -0.821110, 0.002575], [-0.682395, -1.961593, 1.130931], [-0.280769, -1.552631, -0.583668], [0.381924, -0.694733, 2.915832], [1.730673, 0.479082, 2.574938], [2.081341, 0.880884, -2.241734], [3.037109, 1.189921, -2.378104], [2.167023, 0.589228, -1.296615]],
  "forces_ev_per_a": [[2.709, 1.432, -0.881], [-0.572, 1.607, -3.472], [-1.700, 2.108, 3.096], [2.353, 0.915, -2.030], [0.778, -1.292, 1.521], [0.575, 1.949, 2.848], [0.005, 0.381, -0.376], [-1.663, 0.087, 2.673], [0.113, -0.105, 0.420], [-1.190, -1.545, 0.139], [0.364, -0.592, -0.507], [-0.263, -2.042, -1.814], [-0.594, -0.776, 1.006], [-0.076, -0.325, 0.982], [1.019, 0.822, -1.580], [-1.894, -2.778, -1.484], [2.796, 0.738, 0.627], [-2.105, -0.533, -0.179], [-0.653, -0.052, -0.988]],
  "mulliken_charge": [-1.071, 0.386, -0.570, -0.885, 0.539, -0.435, -0.703, 0.204, 0.411, 0.250, 0.284, 0.291, 0.376, 0.321, 0.231, 0.269, -0.645, 0.301, 0.444],
  "multiplicity": 1,
  "smiles": "C[C@@H](O)CC(N)=O.O",
  "e_above_lowest_ev": 2.7325,
  "homo_lumo_gap_ha": 0.391,
  "molar_mass_g_mol": 121.14
}